A structure of composition C34H37F5N4OsSSi at a distorted geometry. Source: the OMol25 dataset; level of theory: ωB97M-V with the def2-TZVPD basis set.

Atoms and positions in Å:
Os (0.295, -0.441, 0.487)
S (1.266, -2.031, 1.746)
Si (-1.645, -1.525, 0.160)
F (4.108, -6.242, 1.626)
F (3.146, -4.113, 2.843)
F (0.362, -3.361, -0.912)
F (2.855, -7.396, -0.583)
F (1.015, -5.813, -1.887)
N (4.075, -0.075, -2.099)
N (4.447, 1.217, -0.012)
N (2.157, 0.241, -0.517)
N (3.022, 2.158, -1.850)
C (-4.181, -3.876, 2.404)
C (3.739, 1.206, -2.781)
C (0.281, 2.148, 1.875)
C (-2.873, -0.910, -1.147)
C (-4.148, -1.033, -3.162)
C (1.304, -4.048, -0.266)
C (-1.057, 3.728, 0.671)
C (3.962, 2.499, -0.728)
C (-0.672, 2.392, 0.930)
C (-2.103, 3.957, -0.385)
C (-4.833, 0.124, -2.743)
C (0.287, 4.448, 2.556)
C (1.800, -3.528, 0.963)
C (1.953, 2.889, 3.642)
C (2.889, -0.666, -1.460)
C (2.730, -4.383, 1.578)
C (-3.215, -1.584, -2.329)
C (-4.565, 0.783, -1.562)
C (-3.489, 3.944, 0.263)
C (3.133, -5.591, 1.031)
C (3.237, 0.586, 0.547)
C (-3.532, 0.258, -0.753)
C (-4.101, -5.132, 1.838)
C (5.088, 0.335, -1.055)
C (0.840, 3.189, 2.667)
C (-2.343, -4.389, 0.368)
C (2.580, -6.096, -0.159)
C (1.657, -5.288, -0.810)
C (-0.629, 4.714, 1.542)
C (-1.928, 5.312, -1.200)
C (1.862, 1.500, -1.305)
C (-3.118, -5.424, 0.895)
C (-3.271, -2.871, 2.019)
C (-2.439, -3.075, 0.889)
H (-1.996, 3.092, -1.131)
H (-4.823, -3.678, 3.258)
H (3.441, 3.164, -0.017)
H (-3.046, -6.434, 0.512)
H (4.827, 2.960, -1.205)
H (-1.023, 5.331, -1.809)
H (-5.546, 0.645, -3.379)
H (3.188, -1.570, -0.946)
H (-0.938, 5.796, 1.295)
H (3.022, 0.978, -3.609)
H (-4.329, -1.518, -4.086)
H (0.682, 1.110, 1.965)
H (2.371, 3.815, 4.045)
H (-1.176, 1.580, 0.372)
H (2.731, 2.361, 3.133)
H (-2.710, 5.501, -1.926)
H (-4.762, -5.957, 2.124)
H (-3.176, 0.771, 0.118)
H (3.494, -0.363, 1.080)
H (-4.213, 3.956, -0.567)
H (2.737, 1.304, 1.249)
H (1.249, 2.186, -0.711)
H (1.687, 2.337, 4.523)
H (5.907, 0.953, -1.497)
H (1.246, 1.161, -2.171)
H (-3.571, 3.031, 0.840)
H (0.053, -0.332, -1.189)
H (5.612, -0.509, -0.609)
H (-1.909, 6.227, -0.479)
H (-3.349, -1.902, 2.466)
H (-3.623, 4.820, 0.893)
H (4.633, 1.684, -3.226)
H (-5.149, 1.626, -1.201)
H (-1.589, -4.633, -0.384)
H (-2.734, -2.504, -2.552)
H (2.193, -0.943, -2.266)
H (0.642, 5.219, 3.255)

Computed properties:
multiplicity = 5
charge = +2
LUMO energy (spin up / spin down) = -0.269 / -0.353 Ha
gap between HOMO and LUMO (spin up / spin down) = 6.8753 / 4.5916 eV
HOMO (spin up / spin down) = -14.204 / -14.192 eV
energy above the lowest of the compared OMol25 structures with the same formula, charge and spin = 0.00 kcal per mole

A structure of composition C34H37F6N6O4Ti at a distorted geometry. Source: the OMol25 dataset; level of theory: ωB97M-V with the def2-TZVPD basis set.

Atoms and positions in Å:
Ti (0.010, 0.073, 0.027)
F (-0.052, 3.183, -2.105)
F (1.421, 4.991, 0.520)
F (2.100, 3.319, -0.668)
F (-1.937, 2.842, -1.112)
F (1.946, 3.121, 1.474)
F (-1.050, 4.821, -1.108)
O (-2.414, -6.091, -1.003)
O (0.147, -0.495, 1.794)
O (-1.786, -0.278, 0.046)
O (-0.024, 1.771, 0.362)
N (-0.124, 0.088, -2.076)
N (2.137, 0.049, 0.020)
N (-1.653, -1.263, 4.215)
N (-3.173, -4.198, -1.975)
N (-4.024, -1.220, 2.043)
N (0.250, -2.217, -0.421)
C (-4.946, -0.298, -2.679)
C (-3.635, -0.160, -3.097)
C (-0.913, 3.728, 1.456)
C (1.166, -2.957, 0.216)
C (1.484, 0.207, 5.105)
C (-0.024, -4.977, -0.198)
C (-1.251, 0.053, -2.705)
C (2.826, 0.412, 4.843)
C (2.293, -0.465, -2.436)
C (0.973, -0.217, 2.761)
C (2.809, 0.154, 1.111)
C (0.559, -0.170, 4.110)
C (-0.095, 3.156, 0.304)
C (3.217, 0.360, 3.508)
C (-1.410, -2.526, 3.496)
C (-0.991, -4.223, -0.853)
C (-1.918, -2.580, 2.060)
C (-4.150, -0.426, -0.345)
C (-0.787, -2.861, -0.968)
C (2.938, 0.175, -1.217)
C (-4.555, -0.452, 1.041)
C (1.362, 3.675, 0.392)
C (-0.788, -0.367, 4.566)
C (-2.247, -4.932, -1.304)
C (-2.577, -0.140, -2.177)
C (1.084, -4.334, 0.325)
C (-2.814, -0.299, -0.796)
C (-6.081, -0.349, -3.665)
C (-3.429, -2.537, 1.852)
C (1.065, 0.292, -2.924)
C (2.319, 0.100, 2.474)
C (3.814, 0.677, 5.944)
C (-0.781, 3.526, -1.034)
C (-5.173, -0.402, -1.311)
H (-3.636, -2.850, 0.827)
H (-7.041, -0.396, -3.155)
H (-3.937, -3.242, 2.519)
H (-1.482, -2.247, -1.520)
H (-1.529, -3.504, 1.626)
H (-0.171, -6.047, -0.112)
H (1.129, 0.307, 6.126)
H (1.871, -4.885, 0.821)
H (-3.419, -0.032, -4.152)
H (-5.432, 0.127, 1.301)
H (-2.547, -1.195, 4.684)
H (1.999, -2.424, 0.653)
H (-0.334, -2.702, 3.500)
H (-1.887, -3.301, 4.099)
H (-1.130, 0.305, 5.350)
H (3.074, 1.241, -1.419)
H (3.887, 0.312, 1.030)
H (1.300, 1.361, -2.945)
H (-1.935, 3.362, 1.386)
H (-0.913, 4.814, 1.418)
H (-1.222, 0.173, -3.790)
H (-3.969, -4.704, -2.334)
H (4.523, -0.150, 6.014)
H (-1.495, -1.744, 1.521)
H (4.252, 0.572, 3.259)
H (-5.993, -1.230, -4.303)
H (-6.194, -0.479, -0.956)
H (-2.984, -3.299, -2.381)
H (3.033, -0.434, -3.237)
H (3.316, 0.773, 6.906)
H (4.386, 1.586, 5.760)
H (-6.081, 0.525, -4.316)
H (-0.476, 3.400, 2.398)
H (3.927, -0.256, -1.052)
H (-4.409, -1.046, 2.955)
H (2.056, -1.513, -2.256)
H (0.832, -0.008, -3.946)

Computed properties:
multiplicity = 2
charge = +2
LUMO energy (spin up / spin down) = -0.235 / -0.235 Ha
gap between HOMO and LUMO (spin up / spin down) = 4.5370 / 7.0120 eV
HOMO (spin up / spin down) = -10.925 / -13.394 eV
energy above the lowest of the compared OMol25 structures with the same formula, charge and spin = 10.60 kcal per mole

A structure of composition C34H37HgN5 at a distorted geometry. Source: the OMol25 dataset; level of theory: ωB97M-V with the def2-TZVPD basis set.

Atoms and positions in Å:
Hg (0.901, 0.404, 0.808)
N (0.729, 2.398, 1.782)
N (1.472, -2.661, -0.213)
N (1.464, 6.768, -0.088)
N (2.495, 2.960, -2.125)
N (2.187, -0.921, -1.291)
C (-2.060, 0.066, -1.812)
C (-2.887, -1.540, 0.036)
C (-2.532, -0.207, -0.500)
C (-3.064, 1.221, 1.597)
C (-1.485, -5.175, 1.426)
C (-1.881, -0.913, -2.905)
C (-0.230, -4.382, -0.504)
C (0.856, 3.488, 0.988)
C (2.850, 1.736, -1.570)
C (3.759, 1.670, -0.451)
C (0.683, 2.556, 3.124)
C (-1.245, 2.183, -3.063)
C (3.100, 4.051, -1.682)
C (-1.829, 1.465, -1.911)
C (1.501, -1.280, -0.226)
C (2.171, 0.659, -2.102)
C (0.438, -3.465, 0.336)
C (-0.014, -4.444, -1.983)
C (4.040, 4.041, -0.627)
C (-1.149, -5.262, 0.073)
C (2.732, -2.043, -1.886)
C (-2.620, 1.028, 0.201)
C (1.278, 5.869, 0.640)
C (2.346, -3.116, -1.193)
C (1.052, 4.918, 2.920)
C (-2.193, 3.509, -0.381)
C (0.764, -2.360, 2.596)
C (1.056, 4.752, 1.531)
C (-2.415, -6.173, 2.036)
C (4.346, 2.840, 0.018)
C (-2.204, 2.062, -0.680)
C (0.085, -3.335, 1.689)
C (-0.906, -4.172, 2.209)
C (0.847, 3.803, 3.723)
H (1.734, 0.589, -3.094)
H (-0.160, -3.479, -2.491)
H (2.585, -4.158, -1.338)
H (3.328, -1.910, -2.771)
H (-3.943, -1.791, -0.163)
H (-1.430, 4.029, -0.974)
H (2.837, 4.994, -2.168)
H (0.699, -2.733, 3.628)
H (-1.710, -1.924, -2.516)
H (-1.794, 3.116, -3.256)
H (-3.045, -6.626, 1.264)
H (-3.166, 3.973, -0.614)
H (5.039, 2.818, 0.865)
H (-3.089, 0.268, 2.137)
H (-2.775, -0.961, -3.550)
H (-2.395, 1.903, 2.142)
H (-2.732, -1.587, 1.122)
H (1.209, 5.911, 3.338)
H (0.823, 3.877, 4.809)
H (-1.186, -4.073, 3.263)
H (-3.052, -5.699, 2.790)
H (-4.077, 1.653, 1.637)
H (0.527, 1.644, 3.708)
H (0.257, -1.378, 2.604)
H (3.953, 0.697, -0.009)
H (-1.990, 3.697, 0.680)
H (-0.189, 2.447, -2.887)
H (1.823, -2.208, 2.357)
H (-2.269, -2.324, -0.420)
H (0.842, 3.319, -0.096)
H (4.489, 4.990, -0.335)
H (-1.609, -6.034, -0.555)
H (-1.030, -0.638, -3.542)
H (-0.757, -5.135, -2.400)
H (-1.293, 1.563, -3.967)
H (0.968, -4.847, -2.260)
H (-1.857, -6.981, 2.530)

Computed properties:
multiplicity = 1
charge = -2
LUMO energy (spin up / spin down) = 0.154 / 0.155 Ha
gap between HOMO and LUMO (spin up / spin down) = 3.9498 / 3.1455 eV
HOMO (spin up / spin down) = 0.254 / 1.076 eV
energy above the lowest of the compared OMol25 structures with the same formula, charge and spin = 0.00 kcal per mole